Computed, not measured: C27H36FN9NiO3S as an isolated structure, with ωB97M-V with the def2-TZVPD basis set.

Geometry as XYZ:
```
78
Properties=species:S:1:pos:R:3
Ni -2.065 -1.453 -2.211
S -1.064 -3.100 -3.453
F 3.617 1.655 -0.527
O -2.717 -2.513 -0.705
O -0.371 -0.943 -1.259
O -2.789 -3.343 1.336
N 5.589 2.869 3.868
N -3.222 0.279 -1.619
N -3.517 1.852 0.215
N -3.896 2.568 -2.045
N 4.393 1.285 2.227
N -1.393 -1.824 -5.830
N -3.044 -3.152 -5.332
N 0.697 -1.848 2.621
N -5.426 1.057 -0.993
C -4.920 1.455 0.311
C 1.404 -1.404 5.096
C 3.327 0.615 1.622
C 1.070 -0.687 0.555
C 5.327 0.560 3.064
C 5.036 2.396 1.538
C -0.108 -1.263 -0.074
C 2.284 -2.513 4.598
C -1.874 -2.650 -4.872
C -0.410 -2.362 2.049
C -2.755 0.732 -0.279
C 0.938 -2.287 3.973
C -3.132 1.442 -2.536
C -3.398 2.953 -0.733
C -2.237 -2.731 0.446
C -5.296 2.177 -1.913
C -3.312 -2.619 -6.562
C -2.287 -1.782 -6.864
C 1.824 0.203 -0.214
C -0.106 -1.187 -5.765
C -0.861 -2.110 0.786
C 2.925 0.832 0.291
C -4.665 -0.069 -1.482
C 2.574 -0.274 2.380
C 1.454 -0.958 1.887
C 5.680 1.439 4.277
C 6.063 3.039 2.475
H 5.549 2.092 0.616
H 4.895 -0.381 3.400
H -4.759 -0.903 -0.781
H 6.181 4.096 2.236
H 4.268 3.129 1.276
H 6.694 1.223 4.616
H -2.851 -0.101 0.424
H 0.918 -1.542 6.049
H -5.054 -0.366 -2.462
H 0.025 -0.524 -6.617
H -5.872 3.025 -1.536
H 6.116 3.457 4.521
H -4.191 -2.862 -7.124
H -1.702 1.026 -0.357
H -2.132 -1.149 -7.714
H 0.680 -1.945 -5.780
H -0.018 -0.630 -4.830
H 6.234 0.307 2.497
H -3.527 1.155 -3.518
H 0.184 -3.013 4.246
H 4.604 3.157 3.902
H -5.009 0.615 1.002
H -3.969 3.809 -0.369
H 1.632 -0.369 4.897
H 2.880 -0.412 3.397
H -2.081 1.742 -2.629
H -1.023 -3.029 2.643
H -2.346 3.237 -0.820
H 4.994 1.265 5.107
H 3.181 -2.317 4.032
H -3.578 -3.854 -4.843
H 7.034 2.553 2.384
H 2.376 -3.388 5.224
H -5.511 2.292 0.689
H 1.524 0.374 -1.235
H -5.687 1.892 -2.892
```

The orbital gap (alpha / beta) is 0.2915 / 0.2884 Eh. The value obtained for the electronic energy is -3774.87252 Eh. Its HOMO energy (alpha / beta) is -0.470 / -0.470 Ha. As for the expectation value of S²: 2.008. The value obtained for the strongest force on any atom is 1.579 eV/Å. The spin multiplicity is 3. As for the charge: +2.

Computed, not measured: C16H19N3O4 in the gas phase, with ωB97M-V with the def2-TZVPD basis set.

Geometry as XYZ:
```
42
Properties=species:S:1:pos:R:3
O -2.969 1.029 -2.150
O -3.538 4.669 0.997
O 3.121 -2.795 -0.208
O -0.460 2.556 3.566
N -1.825 0.405 -0.270
N -1.139 1.512 1.667
N -1.998 3.606 2.288
C -2.011 4.699 3.245
C 0.797 -2.876 -0.139
C -0.596 -1.618 -1.652
C -2.749 2.567 0.278
C 0.553 -1.124 -2.254
C -1.159 2.570 2.576
C -1.950 -1.150 -2.100
C -2.316 0.224 -1.541
C -2.830 3.699 1.159
C -1.930 1.523 0.540
C 1.951 -2.377 -0.749
C 1.813 -1.495 -1.819
C 4.351 -2.454 -0.820
C -0.453 -2.502 -0.585
C -0.229 0.423 1.965
C 4.628 -3.276 -2.075
H -2.721 5.438 2.882
H 0.303 0.709 2.872
H 2.675 -1.087 -2.320
H 0.495 0.280 1.160
H -1.014 5.133 3.324
H -1.257 -0.355 0.082
H 0.464 -0.436 -3.082
H -2.725 -1.847 -1.769
H 4.391 -1.380 -1.037
H 5.605 -3.017 -2.473
H 5.101 -2.678 -0.057
H -2.007 -1.080 -3.187
H 4.615 -4.335 -1.832
H 0.912 -3.562 0.685
H 3.876 -3.090 -2.838
H -3.362 2.579 -0.606
H -1.331 -2.912 -0.105
H -0.769 -0.506 2.158
H -2.310 4.329 4.225
```

The orbital gap is 0.3352 Eh. The value obtained for the electronic energy is -1086.39002 Eh. Its HOMO energy is -0.319 Ha. The energy above the lowest of the compared OMol25 structures with the same formula, charge and spin is 16.4 kcal per mole. The value obtained for the strongest force on any atom is 0.860 eV/Å. As for the charge: 0.

Computed, not measured: C31H63BrInO8S as an isolated structure, with ωB97M-V with the def2-TZVPD basis set.

Geometry as XYZ:
```
105
Properties=species:S:1:pos:R:3
In 1.685 4.576 1.179
Br 1.683 3.271 3.450
S 0.727 3.022 -0.556
O -4.859 -1.991 -2.127
O 1.647 -4.693 -5.986
O 2.084 -2.858 0.126
O -0.246 6.013 3.571
O 1.266 4.072 9.157
O -0.879 -5.397 -3.180
O -1.971 5.639 5.005
O -0.739 0.462 -2.639
C -0.060 -7.527 -3.819
C 3.315 -3.063 -6.407
C 2.887 -4.181 -5.476
C 1.984 -2.528 -6.888
C 0.519 6.506 1.168
C -1.753 3.822 3.394
C 2.934 -3.957 -0.223
C 1.153 -3.792 -6.986
C 2.887 -3.838 2.127
C -1.220 0.127 -1.330
C -1.814 -5.981 -4.096
C -1.323 5.218 4.012
C -5.376 -0.921 -2.930
C -1.430 -1.375 -1.312
C 4.503 5.629 2.119
C 2.170 -2.638 1.541
C 0.290 -6.226 -3.123
C -0.866 4.708 8.339
C -1.071 -7.070 -4.846
C -5.889 -2.438 -1.236
C -0.299 5.851 9.153
C 3.797 -4.247 0.990
C -0.377 -0.745 -3.321
C -7.002 -1.409 -1.299
C 3.860 5.146 0.726
C 0.373 3.885 8.048
C 3.679 6.795 2.845
C 0.785 5.158 9.958
C -0.587 6.660 2.308
C -6.878 -0.900 -2.718
C -0.373 -1.851 -2.283
H -1.728 -7.866 -5.202
H -0.565 2.747 -0.087
H -1.387 5.028 7.435
H 4.533 4.698 2.796
H -1.380 3.638 2.333
H 1.168 -2.503 1.953
H 4.329 7.148 3.730
H -1.336 -1.806 -0.314
H 0.152 2.822 7.929
H 1.276 -4.274 -7.963
H 0.599 -1.890 -1.782
H -1.129 -0.931 -4.097
H 0.383 4.738 10.887
H 3.846 5.986 -0.061
H -1.403 2.952 4.051
H 0.596 -0.617 -3.802
H -7.315 0.088 -2.871
H 0.586 -6.374 -2.081
H 0.149 6.594 8.486
H 0.881 4.239 7.145
H 2.168 -4.639 2.334
H 0.042 6.599 0.130
H -2.208 -5.208 -4.760
H -1.038 6.355 9.778
H 4.125 -5.287 1.041
H 3.622 -4.987 -5.421
H -2.138 0.683 -1.121
H 1.097 -5.702 -3.645
H -5.101 -1.079 -3.975
H 2.044 -1.983 -7.831
H -6.233 -3.418 -1.584
H -0.578 -2.835 -2.708
H 0.089 -3.608 -6.820
H -7.983 -1.827 -1.066
H 1.614 5.825 10.208
H 3.938 -2.315 -5.915
H 2.703 -3.805 -4.464
H -2.901 3.782 3.372
H -0.554 -6.641 -5.710
H 4.686 -3.608 0.978
H 2.696 6.444 3.307
H -0.457 0.429 -0.605
H -1.566 4.128 8.951
H 1.275 7.365 1.259
H -1.644 6.388 1.938
H -0.535 -8.214 -3.110
H 1.559 -1.859 -6.133
H 5.558 6.055 1.937
H 3.539 7.729 2.192
H -2.426 -1.618 -1.699
H 2.740 -1.717 1.703
H 4.328 4.182 0.323
H -6.800 -0.596 -0.595
H 3.524 -3.698 -1.106
H -4.914 0.010 -2.584
H 2.294 -4.811 -0.470
H -2.643 -6.395 -3.511
H 3.877 -3.475 -7.252
H -7.362 -1.599 -3.408
H 3.416 -3.607 3.053
H -0.652 7.787 2.549
H 0.809 -8.027 -4.249
H -5.480 -2.550 -0.229
```

The orbital gap is 0.2579 Eh. The value obtained for the electronic energy is -4983.18278 Eh. Its HOMO energy is -0.180 Ha. The value obtained for the strongest force on any atom is 3.957 eV/Å. As for the charge: -1.

Computed, not measured: C18H35LaN6O3 as an isolated structure, with ωB97M-V with the def2-TZVPD basis set.

Geometry as XYZ:
```
63
Properties=species:S:1:pos:R:3
La 10.679 7.235 10.326
O 10.794 5.876 7.634
O 11.300 9.678 10.435
O 9.933 10.994 9.295
N 8.464 7.049 8.419
N 11.370 8.195 12.707
N 11.652 8.861 7.731
N 8.441 8.723 11.533
N 11.942 5.385 10.961
N 8.988 5.763 11.264
C 7.616 5.641 11.666
C 6.861 8.393 6.611
C 6.175 9.212 5.504
C 11.007 10.394 9.425
C 11.866 10.193 8.167
C 7.149 6.840 12.427
C 9.532 4.415 11.051
C 11.091 4.189 10.756
C 7.130 8.164 11.706
C 10.060 8.351 13.391
C 12.820 5.232 12.153
C 12.276 7.441 13.509
C 9.124 9.381 12.670
C 7.668 9.088 7.531
C 6.832 7.006 6.684
C 8.352 8.337 8.463
C 7.684 6.341 7.592
C 13.325 6.549 12.835
H 9.501 7.412 13.352
H 10.444 5.054 7.428
H 10.767 8.822 7.202
H 8.990 8.893 9.126
H 11.415 3.426 11.516
H 13.749 4.692 11.959
H 12.290 4.696 12.966
H 6.937 9.409 4.767
H 11.611 10.914 7.445
H 10.285 8.568 14.472
H 7.522 4.705 12.221
H 5.899 10.179 5.899
H 11.747 9.131 12.237
H 6.080 6.497 6.069
H 5.345 8.644 5.070
H 6.446 8.815 12.315
H 9.649 10.191 12.147
H 7.815 5.277 7.560
H 13.902 6.127 13.712
H 10.343 6.204 6.728
H 7.519 7.007 13.393
H 9.027 3.940 10.158
H 14.023 7.094 12.229
H 12.927 10.350 8.305
H 8.362 9.558 13.405
H 12.323 8.385 7.182
H 8.237 9.318 10.993
H 6.685 8.152 10.691
H 9.289 3.805 11.920
H 6.922 5.496 10.823
H 6.108 6.632 12.681
H 7.730 10.144 7.637
H 12.729 7.992 14.379
H 11.159 3.757 9.728
H 11.644 6.679 14.048
```

The orbital gap is 0.2211 Eh. The value obtained for the electronic energy is -1292.65606 Eh. Its HOMO energy is -0.227 Ha. The energy above the lowest of the compared OMol25 structures with the same formula, charge and spin is 49.3 kcal per mole. The value obtained for the strongest force on any atom is 15.104 eV/Å. As for the charge: 0.